# 1
An isolated molecule of C23H25FN2O3. Source: the Open Molecules 2025 dataset; level of theory: ωB97M-V/def2-TZVPD.

Results
SMILES: Cc1cc(C)cc(C(=O)N[C@H]2CC23CCN(C(=O)c2cccc(O)c2F)CC3)c1
Energy above the lowest of the compared OMol25 structures with the same formula, charge and spin: 3.67 kcal/mol
Kohn-Sham gap: 9.548 eV

Geometry as ORCA input:
```
! RIJCOSX wB97M-V def2-TZVPD def2/J DEFGRID3
* xyz 0 1
H 3.86 4.68 2.86
H -1.02 -3.26 -1.22
H 0.50 -3.64 -4.85
C 1.15 -2.55 -2.52
C -2.58 1.20 -1.38
C 0.44 -6.27 -2.02
C -0.38 5.27 5.53
C -1.50 0.15 -1.37
C 3.17 4.33 2.09
H -1.99 -1.51 -2.65
H -1.44 5.50 5.49
H -1.73 3.38 4.08
H -2.84 -1.52 -1.10
H -0.50 2.31 0.12
N 0.51 -1.87 -1.54
H 3.13 5.10 1.31
H 0.15 1.50 -1.73
C -0.75 3.60 3.69
C 0.96 3.14 2.06
O 0.47 -7.13 -0.97
N -1.08 1.67 0.64
C 1.34 4.76 3.77
C 1.80 4.07 2.65
C -1.26 1.91 1.97
C 0.75 -3.98 -2.76
H 1.32 2.56 1.21
H -0.21 4.66 6.42
H -3.60 0.90 -1.57
H 0.26 -8.02 -1.28
F 1.03 -4.59 -0.50
C 0.08 4.54 4.30
O 2.06 -2.08 -3.17
H -0.76 -2.11 0.09
C -0.13 0.46 -1.92
H 0.93 -0.33 -0.21
H -0.09 -7.68 -3.54
O -2.11 1.35 2.63
C -1.88 -1.30 -1.58
H -0.08 -6.00 -5.35
C -0.80 -2.22 -1.00
H -2.53 0.19 0.60
C 0.14 -6.64 -3.32
H 1.99 5.49 4.24
H -0.12 0.33 -3.01
H -2.30 2.17 -1.77
C 0.46 -4.38 -4.07
C -1.94 0.78 -0.09
C 0.74 -4.94 -1.76
C -0.32 2.91 2.57
H 1.89 -0.33 -1.71
C 0.15 -5.70 -4.34
H 3.60 3.43 1.64
H 0.17 6.21 5.66
C 0.89 -0.48 -1.30
*
```

=====

# 2
A cluster of 5 separate species, C21H21Cl3N4 in total. Source: the Open Molecules 2025 dataset; level of theory: ωB97M-V/def2-TZVPD.

Results
SMILES: ClC(Cl)Cl.c1ccncc1.c1ccncc1.c1ccncc1.c1ccncc1
Energy above the lowest of the compared OMol25 structures with the same formula, charge and spin: 11.44 kcal/mol
Kohn-Sham gap: 10.181 eV

Geometry as ORCA input:
```
! RIJCOSX wB97M-V def2-TZVPD def2/J DEFGRID3
* xyz 0 1
C -0.19 -0.41 1.80
H -2.14 -7.09 2.24
C 3.18 4.53 -2.48
H 2.54 2.06 0.32
H -2.66 -2.00 -5.43
H -3.76 -8.12 0.65
C -1.80 -5.41 0.94
C -1.21 0.40 -2.89
H 5.10 4.92 -1.65
C -2.09 0.92 -3.83
C 0.13 2.58 4.59
C 2.74 3.24 4.26
N -0.82 -0.86 -2.86
H 3.77 3.57 4.18
H -0.06 2.78 2.45
H -2.37 1.97 -3.81
C 2.77 2.78 -0.45
C 2.17 3.01 5.51
Cl -1.45 -0.23 3.01
H 0.75 -0.13 2.24
C 4.20 4.32 -1.56
H -0.91 2.34 4.80
C 0.59 2.79 3.31
N -2.90 -5.44 -1.17
C 1.82 3.05 -1.42
C -2.63 0.05 -4.77
N 2.00 3.92 -2.41
Cl -0.49 0.67 0.43
H -1.84 -3.80 -0.48
H 2.32 3.35 2.16
H -0.77 1.03 -2.12
H 3.28 5.27 -3.27
N 0.90 2.67 5.67
C -2.38 -6.61 1.30
H 4.76 3.30 0.22
H 2.74 3.15 6.42
C -2.22 -1.27 -4.75
C 1.94 3.12 3.15
Cl -0.08 -2.07 1.23
C 3.98 3.42 -0.53
H -0.94 -2.69 -3.77
C -3.47 -6.58 -0.81
C -2.14 -4.82 -0.27
H -4.14 -6.97 -1.57
H 0.82 2.65 -1.32
H -1.11 -4.88 1.59
C -3.25 -7.20 0.39
H -3.37 0.40 -5.47
C -1.32 -1.68 -3.79
*
```

=====

# 3
A cluster of 2 separate species, C8H13NO2 in total in a non-equilibrium geometry. Source: the Open Molecules 2025 dataset; level of theory: ωB97M-V/def2-TZVPD.

Results
Energy above the lowest of the compared OMol25 structures with the same formula, charge and spin: 206.87 kcal/mol
Kohn-Sham gap: 9.027 eV

Geometry as ORCA input:
```
! RIJCOSX wB97M-V def2-TZVPD def2/J DEFGRID3
* xyz 0 1
C -0.58 -0.84 -0.13
H 1.80 0.11 -1.49
H 0.62 2.78 -1.10
C -0.78 -2.04 -1.34
H -2.28 0.93 0.30
C 0.07 0.54 -0.04
C -0.81 -1.97 0.93
H 2.35 1.65 1.56
H -1.05 -1.75 -2.39
H -2.76 -2.34 -0.72
O 1.70 1.66 0.82
C 0.68 0.96 1.27
C 0.93 0.84 -1.35
O 0.17 0.69 2.40
H -1.49 0.64 -1.66
H 0.30 -2.54 -1.44
H 0.20 -3.01 1.06
N 1.33 2.26 -1.40
H -1.51 -1.74 1.60
H -1.62 -3.90 -0.13
H 2.41 2.40 -0.82
C -1.40 0.51 -0.43
C -1.69 -2.75 -0.29
H 0.30 0.62 -2.43
*
```

=====

# 4
A cluster of 2 separate species, C6H10O in total. Source: the Open Molecules 2025 dataset; level of theory: ωB97M-V/def2-TZVPD.

Results
SMILES: C[C@H]1OC=C2C[C@H]21.[H][H]
Energy above the lowest of the compared OMol25 structures with the same formula, charge and spin: 84.62 kcal/mol
Kohn-Sham gap: 9.084 eV

Geometry as ORCA input:
```
! RIJCOSX wB97M-V def2-TZVPD def2/J DEFGRID3
* xyz 0 1
H -1.74 1.22 -1.91
H -1.33 -2.15 0.69
H 1.91 0.17 0.23
C 0.84 0.24 0.45
H 0.73 -2.41 -1.79
C -0.75 -1.35 0.25
H -1.95 1.26 -0.10
H 1.37 -2.72 -1.58
H -0.48 1.32 1.79
H 1.07 0.84 2.52
C 0.06 0.48 -0.83
H 0.64 0.62 -1.74
C -1.42 0.83 -0.95
C -0.99 -0.58 -0.83
O 0.44 -1.12 0.86
H 1.01 2.18 1.35
C 0.60 1.20 1.60
*
```

=====

# 5
A structure of composition C32H45N5O3SSiW in a non-equilibrium geometry. Source: the Open Molecules 2025 dataset; level of theory: ωB97M-V/def2-TZVPD.

Results
Kohn-Sham gap (alpha / beta): 5.292 / 6.407 eV

Geometry as ORCA input:
```
! RIJCOSX wB97M-V def2-TZVPD def2/J DEFGRID3
* xyz 2 3
C 8.64 7.19 12.02
H 7.85 7.24 11.29
C 7.75 13.08 8.36
H 10.46 15.31 9.42
H 14.32 6.50 13.25
H 8.72 14.59 9.72
H 10.31 6.23 15.98
C 9.61 9.34 6.37
C 10.13 7.33 16.16
C 9.39 6.01 12.31
C 9.40 8.60 8.68
H 14.83 12.81 16.80
H 9.87 9.46 18.74
C 9.93 9.14 17.73
H 15.27 14.01 15.58
H 8.82 7.77 8.32
N 12.13 8.90 12.58
H 5.68 12.68 8.81
C 6.59 12.10 8.53
H 12.33 14.88 6.92
H 8.06 13.13 10.49
H 12.28 7.04 11.46
H 10.26 13.10 13.68
C 10.09 6.38 13.50
C 9.94 8.16 15.12
Si 10.24 11.64 8.88
C 10.42 9.11 7.70
O 10.88 10.40 8.15
S 9.36 11.23 11.01
H 11.17 14.56 10.80
C 12.00 13.89 8.90
W 10.20 9.67 12.39
H 14.04 13.80 8.27
C 13.69 8.38 14.12
C 12.65 10.69 14.22
C 11.17 12.64 14.08
H 12.05 8.47 6.58
H 12.49 8.94 8.24
H 13.84 14.47 9.91
H 14.28 8.49 15.03
C 13.70 7.36 13.19
H 13.69 12.73 9.68
C 10.66 6.79 18.44
N 12.84 9.37 13.72
N 10.17 10.34 14.21
H 9.33 8.37 5.99
H 14.66 11.06 14.84
H 11.35 6.00 18.03
H 7.17 13.16 6.28
H 12.02 14.41 14.91
N 9.84 7.71 13.78
C 7.55 13.87 7.06
H 13.87 14.33 16.74
H 9.87 8.25 9.58
H 12.10 15.79 10.06
H 8.67 9.88 6.60
C 12.67 7.67 12.28
H 11.18 7.26 19.27
C 11.76 8.42 7.66
H 10.20 9.88 5.63
H 9.38 5.00 11.91
H 6.78 14.69 7.19
C 11.80 14.02 7.37
O 11.43 12.64 9.29
H 9.84 6.21 18.80
H 6.95 14.52 9.74
C 14.37 13.57 16.07
C 11.43 14.96 9.84
C 11.30 11.23 14.02
H 6.67 11.38 9.37
C 13.50 13.71 9.22
C 13.66 11.51 14.71
H 11.75 7.34 7.97
H 12.11 13.05 6.93
O 8.96 12.29 8.12
C 13.41 12.83 15.17
C 12.17 13.39 14.69
H 6.24 11.62 7.61
C 7.88 13.87 9.68
H 8.47 14.39 6.82
H 9.98 11.16 16.78
N 8.97 8.27 12.81
H 10.82 5.85 14.05
H 10.75 14.13 7.15
C 9.97 10.09 16.63
H 8.69 9.41 8.96
C 10.01 9.55 15.37
C 10.17 7.80 17.47
*
```

=====

# 6
A cluster of 2 separate species, H3O3PS in total in a non-equilibrium geometry. Source: the Open Molecules 2025 dataset; level of theory: ωB97M-V/def2-TZVPD.

Results
Energy above the lowest of the compared OMol25 structures with the same formula, charge and spin: 101.26 kcal/mol
Kohn-Sham gap: 8.591 eV

Geometry as ORCA input:
```
! RIJCOSX wB97M-V def2-TZVPD def2/J DEFGRID3
* xyz 0 1
O -0.23 1.38 1.28
S -1.57 -0.66 -0.40
O 1.27 0.13 -0.89
H 0.90 -0.26 -1.68
O -0.35 -1.39 0.42
H 0.18 0.51 1.55
H 0.51 -0.94 -0.07
P -0.71 1.23 -0.20
*
```